Entry 1:
Formula: C26H48Cl3FeN4O4Si
Source: the OMol25 dataset
Level of theory: wB97M-V/def2-TZVPD

Its gap between HOMO and LUMO (alpha / beta) is 0.303 / 0.182 Ha. As for the spin multiplicity: 6. The expectation value of S² is 8.77.

Structure (XYZ):
```
87
Properties=species:S:1:pos:R:3:lowdin_spin:R:1
C 0.44667 -0.90853 -5.38873 0.000
C 1.87776 -1.32287 -5.55588 0.000
H 0.19985 -0.10395 -6.08922 0.000
H 0.26672 -0.57122 -4.36285 0.000
H -0.23158 -1.74946 -5.59794 0.000
C 2.55710 -1.17165 -6.69757 0.000
C 2.01609 -0.52889 -7.93446 0.000
H 3.58182 -1.54598 -6.79841 0.000
H 1.53406 0.44097 -7.73187 0.000
H 1.28134 -1.16623 -8.45154 0.000
H 2.83716 -0.35938 -8.64465 0.000
Fe -0.59288 -0.08013 1.81250 3.691
Cl -0.76289 -2.07400 2.72982 0.108
Cl -1.48108 -0.41346 -0.21796 0.098
H 0.84907 2.17388 6.62015 0.000
H -0.63909 0.13683 7.89879 0.000
C -0.12082 2.39453 6.15080 0.000
C -1.42779 0.65664 7.33425 0.000
N -0.93321 1.18306 6.05889 0.001
H 0.03727 2.79690 5.14578 0.000
C -0.75297 0.36878 4.99117 0.003
O -0.16896 0.75338 3.95251 0.028
H -2.25209 -0.04712 7.15731 0.000
H -1.14229 -0.65822 5.09904 0.000
H -0.66340 3.10967 6.77735 0.000
H -1.78202 1.49855 7.93973 0.000
H -1.38188 4.66635 -1.68415 0.004
H 0.18198 2.33643 -1.77267 0.001
C -1.66419 4.29183 -0.70202 0.281
C 0.48128 3.15313 -1.10694 0.005
N -0.60947 3.45772 -0.19169 0.057
H -2.60757 3.56817 -0.85280 0.070
C -0.85110 2.73029 0.90309 0.031
O -0.11058 1.78565 1.30933 0.067
H 1.38031 2.87063 -0.56540 0.002
H -1.76325 3.01879 1.44809 0.000
H -1.93198 5.07829 0.00540 0.020
H 0.67792 4.04303 -1.71521 0.000
O 2.29287 -1.08345 -3.22698 0.000
C 2.50245 -1.97585 -4.32965 0.000
C 4.98648 -1.54254 -4.79241 0.000
C 3.94108 -2.43405 -4.54121 0.000
H 4.79869 -0.45958 -4.76300 0.000
C 6.24745 -2.05012 -5.13998 0.000
H 1.88496 -2.86143 -4.11676 0.000
C 4.15359 -3.81746 -4.60776 0.000
H 7.06990 -1.34788 -5.33406 0.000
C 6.44975 -3.42725 -5.25278 0.000
C 5.40196 -4.30678 -4.98598 0.000
H 3.31274 -4.48233 -4.39457 0.000
H 7.43157 -3.81413 -5.55636 0.000
H 5.54172 -5.38924 -5.07274 0.000
Si 3.00917 -0.69868 -1.74412 0.000
Cl -3.38154 2.48357 -1.53583 0.518
C 4.21903 0.68629 -2.03354 0.000
C 3.95207 -2.20354 -1.16173 0.000
C 1.61844 -0.28172 -0.60469 0.002
H 5.07752 0.37049 -2.64087 0.000
H 4.60329 1.03159 -1.06427 0.000
H 3.74357 1.53905 -2.53318 0.000
H 0.86391 0.30474 -1.13862 0.000
H 1.96152 0.28842 0.26757 -0.001
H 1.15108 -1.21987 -0.26843 0.000
H 4.74309 -2.52090 -1.85204 0.000
H 3.28063 -3.05745 -1.01343 0.000
H 4.41816 -1.98008 -0.19550 0.000
C -3.88395 2.35547 4.77023 0.000
N -4.47842 1.08077 4.44147 0.000
C -5.27624 0.45246 5.47375 0.000
C -6.25832 -0.52759 4.86159 0.000
C -5.71671 -1.34813 3.71439 0.000
N -4.64773 -0.71816 2.97223 0.000
C -4.33400 -1.41168 1.74524 0.000
C -3.95519 0.40128 3.36121 0.001
O -2.92606 0.80432 2.77572 0.008
H -3.67394 2.91384 3.85207 0.000
H -2.93926 2.23795 5.32380 0.000
H -4.59250 2.92543 5.38267 0.000
H -4.63420 -0.06794 6.21506 0.000
H -5.84793 1.24031 5.98420 0.000
H -7.12275 0.03052 4.49887 0.000
H -6.62621 -1.22067 5.62588 0.000
H -6.54546 -1.54119 3.01945 0.000
H -5.35295 -2.32949 4.07227 0.000
H -4.18189 -2.48122 1.95468 0.000
H -5.18037 -1.33641 1.04452 0.000
H -3.43640 -1.02213 1.27156 0.000
```



Entry 2:
Formula: C26H48Cl3N4O4SiTm
Source: the OMol25 dataset
Level of theory: wB97M-V/def2-TZVPD

Its gap between HOMO and LUMO is 0.134 Ha. As for the spin multiplicity: 3. The expectation value of S² is 2.00.

Structure (XYZ):
```
87
Properties=species:S:1:pos:R:3:lowdin_spin:R:1
C -2.26269 -2.63561 -4.67523 0.000
C -1.49208 -2.99782 -3.41482 0.000
H -2.60425 -3.53213 -5.20024 0.000
H -1.55932 -2.08287 -5.31229 0.000
H -3.11987 -1.98769 -4.45787 0.000
C -0.85561 -4.23693 -3.35162 0.000
C -0.46025 -5.12513 -4.48283 0.000
H -0.62974 -4.67379 -2.37915 0.000
H 0.05832 -4.60940 -5.30723 0.000
H -1.25950 -5.73864 -4.94086 0.000
H 0.22847 -5.88024 -4.07159 0.000
Tm 0.63175 1.55275 0.57649 2.010
Cl -1.96016 1.86653 0.48386 -0.002
Cl 2.29467 3.41968 0.26646 -0.004
H 0.96015 6.08124 3.98288 0.000
H -1.26343 6.86926 3.08689 0.000
C 1.04352 5.32806 3.18865 0.000
C -1.08272 6.17526 2.25321 0.000
N -0.31167 5.02398 2.71509 0.000
H 1.48316 4.40871 3.56897 0.000
C -0.71729 3.77461 2.50723 0.000
O 0.07729 2.78705 2.43451 -0.001
H -2.04257 5.85224 1.84513 0.000
H -1.80032 3.63073 2.37679 0.000
H 1.64552 5.69025 2.34058 0.000
H -0.52953 6.70633 1.46184 0.000
H 1.92147 -0.92132 -3.55138 0.000
H 2.03594 -3.67179 -2.02212 0.000
C 2.85418 -0.94144 -2.96831 0.000
C 2.93479 -3.09824 -1.74524 0.000
N 2.66506 -1.66546 -1.70997 0.000
H 3.20582 0.07667 -2.77683 0.000
C 2.49536 -1.07058 -0.50792 0.000
O 2.57005 0.15499 -0.28848 0.000
H 3.27595 -3.38692 -0.74282 0.000
H 2.24169 -1.78875 0.29562 0.000
H 3.59258 -1.50848 -3.55081 0.000
H 3.70172 -3.28333 -2.50250 0.000
O -0.68645 -1.69926 -2.99329 0.000
C -1.70380 -2.09644 -2.14217 0.000
C -0.12170 -3.17712 -0.43194 0.000
C -1.39829 -2.73216 -0.81309 0.000
H 0.70978 -2.96798 -1.10452 0.000
C 0.08908 -3.83415 0.78291 0.000
H -2.54622 -1.36073 -2.14796 0.000
C -2.47265 -2.99956 0.05546 0.000
H 1.10373 -4.10954 1.08207 0.000
C -0.98741 -4.09333 1.64005 0.000
C -2.26555 -3.65760 1.26624 0.000
H -3.47166 -2.68566 -0.26517 0.000
H -0.83187 -4.57009 2.61234 0.000
H -3.09836 -3.79254 1.95328 0.000
Si -0.27433 2.32352 -3.16634 0.000
Cl 0.10854 0.60219 -1.65709 -0.001
C 1.32429 3.27909 -3.44963 0.000
C -1.31801 3.55983 -2.16489 0.000
C -1.12249 1.59561 -4.60450 0.000
H 2.10803 3.00321 -2.72946 0.000
H 1.10592 4.34831 -3.27617 0.000
H 1.68662 3.16368 -4.48643 0.000
H -0.43197 1.04497 -5.25711 0.000
H -1.59212 2.40538 -5.18362 0.000
H -1.92279 0.91092 -4.29860 0.000
H -0.88229 3.78366 -1.18542 0.000
H -2.32666 3.14441 -1.99107 0.000
H -1.36900 4.50142 -2.73082 0.000
C -2.07126 -0.57086 2.80980 0.000
N -0.89762 -0.31098 3.61487 0.000
C -1.09075 0.25734 4.93084 0.000
C 0.14031 -0.01109 5.74678 0.000
C 1.34788 0.55860 5.06592 0.000
N 1.39187 0.12120 3.68930 0.000
C 2.66205 0.33925 3.00125 0.000
C 0.27996 -0.16456 2.99258 0.000
O 0.33827 -0.27196 1.70302 -0.002
H -1.94383 -1.50775 2.26639 0.000
H -2.23828 0.22692 2.06748 0.000
H -2.92742 -0.65172 3.48444 0.000
H -1.25424 1.34712 4.84442 0.000
H -1.98044 -0.22187 5.34313 0.000
H 0.26270 -1.08878 5.87164 0.000
H 0.02429 0.44593 6.72907 0.000
H 2.27816 0.22433 5.53088 0.000
H 1.29858 1.65846 5.08556 0.000
H 2.72375 1.34482 2.53224 0.000
H 3.47041 0.23974 3.73646 0.000
H 2.80679 -0.41594 2.21680 0.000
```



Entry 3:
Formula: C26H48ClPPd
Source: the OMol25 dataset
Level of theory: wB97M-V/def2-TZVPD

Its gap between HOMO and LUMO (alpha / beta) is 0.131 / 0.301 Ha. As for the spin multiplicity: 5. The expectation value of S² is 6.01.

Structure (XYZ):
```
77
Properties=species:S:1:pos:R:3:lowdin_spin:R:1
Pd 3.03796 -0.42001 1.74037 1.908
P -0.36682 0.40281 -2.63261 0.001
Cl 1.36267 0.92478 1.04246 0.271
C -1.10388 -0.28240 -1.05735 0.008
H -1.93194 0.41477 -0.81340 0.000
H -0.29857 -0.04195 -0.31983 0.004
C 1.44839 0.52536 -2.34404 0.003
C -1.22309 2.04047 -2.67608 0.000
C 2.26473 1.17935 -3.46528 0.001
H 1.49719 1.13741 -1.42018 0.002
C 3.68517 1.46424 -2.95538 0.001
H 2.31293 0.49360 -4.32656 0.000
H 1.80646 2.10895 -3.82870 0.000
C 4.37735 0.20139 -2.42726 0.012
H 4.27721 1.90685 -3.76576 0.000
H 3.62515 2.20810 -2.14954 0.001
C 3.50734 -0.58972 -1.44222 0.095
H 4.62222 -0.45250 -3.27384 0.001
H 5.32566 0.47270 -1.94902 0.008
C 2.10335 -0.81157 -1.99371 0.033
H 3.96542 -1.56062 -1.21199 0.032
H 3.42485 -0.03861 -0.47536 0.088
H 2.16960 -1.45203 -2.88396 0.001
H 1.48919 -1.35247 -1.26271 0.017
C -0.79937 -0.64005 -4.07030 0.000
C -2.68161 1.87839 -3.14709 0.000
H -1.23768 2.33375 -1.60995 0.001
C -3.46249 3.19582 -3.03030 0.000
H -2.69836 1.53950 -4.19560 0.000
H -3.19720 1.10317 -2.56112 0.000
C -2.75930 4.37468 -3.71166 0.000
H -4.46026 3.05492 -3.46028 0.000
H -3.60133 3.42524 -1.96539 0.000
C -1.27742 4.49370 -3.33198 0.000
H -2.84467 4.26640 -4.80033 0.000
H -3.27470 5.30468 -3.44762 0.000
C -0.50412 3.16997 -3.42888 0.000
H -0.78814 5.23956 -3.96945 0.000
H -1.20420 4.85839 -2.29822 0.000
H -0.37558 2.89773 -4.48864 0.000
H 0.49973 3.32267 -3.00857 0.000
C -0.14265 -2.02577 -4.04321 0.000
H -1.89377 -0.77378 -3.96455 0.000
C -0.74922 -2.91023 -5.13669 0.000
H 0.93351 -1.91624 -4.23884 0.000
H -0.24412 -2.49653 -3.05628 0.000
C -0.60938 -2.27552 -6.52770 0.000
H -0.26062 -3.89086 -5.11945 0.000
H -1.81260 -3.07000 -4.91219 0.000
C -1.08037 -0.81572 -6.57718 0.000
H 0.44423 -2.31934 -6.83366 0.000
H -1.17535 -2.86408 -7.25792 0.000
C -0.53089 0.04071 -5.42360 0.000
H -0.78813 -0.35742 -7.52903 0.000
H -2.17728 -0.79147 -6.53108 0.000
H 0.55376 0.18589 -5.55454 0.000
H -0.98790 1.04091 -5.46708 0.000
C 0.06478 -2.73160 -0.54594 0.706
C -1.48242 -1.59623 -0.87967 -0.005
H 0.55344 -3.23410 -1.39092 0.037
C -2.28687 -1.81030 0.39775 0.008
H -1.90730 -2.12222 -1.74524 0.002
C -1.44228 -1.53484 1.65247 0.002
H -3.16084 -1.14151 0.40835 -0.001
H -2.65794 -2.84099 0.42296 0.003
C -0.44912 -2.65956 1.92503 0.025
H -0.87502 -0.59813 1.53727 0.003
H -2.10522 -1.40470 2.51868 0.001
C 0.60166 -2.72683 0.78937 0.136
H 0.05456 -2.50370 2.88852 0.002
H -0.97798 -3.62253 1.97412 0.001
H 1.23026 -1.79369 0.91091 0.058
H 1.29180 -3.57517 0.94416 0.012
C 2.12704 -0.39861 3.49027 0.405
H 1.05553 -0.61661 3.37510 0.029
H 2.31246 0.64400 3.80458 0.029
H 2.64889 -1.11627 4.14593 0.055
```



Entry 4:
Formula: C26H48F12N2O12S4Ti
Source: the OMol25 dataset
Level of theory: wB97M-V/def2-TZVPD

Its gap between HOMO and LUMO (alpha / beta) is 0.122 / 0.303 Ha. As for the spin multiplicity: 4. The net charge is -1. The expectation value of S² is 3.75.

Structure (XYZ):
```
105
Properties=species:S:1:pos:R:3:lowdin_spin:R:1
Ti 0.53097 -0.77082 -0.98510 2.499
C -3.24820 4.54962 -3.45605 0.000
C -2.86045 3.33216 -2.60049 0.000
C -1.45064 3.33505 -2.03139 0.001
C -0.42982 3.74877 -3.07601 0.000
N 0.99390 3.64861 -2.60726 0.007
C 1.36000 2.19601 -2.32540 0.032
C 2.85601 2.12943 -2.28553 0.005
C 3.29731 3.27731 -3.23097 0.001
C 2.00657 3.95858 -3.67163 0.001
C 1.26608 4.44175 -1.38847 0.000
C 0.87606 5.89312 -1.47067 0.000
C 1.52658 6.64618 -0.30350 0.000
H -2.83189 4.56314 -4.46566 0.000
H -2.94468 5.46646 -2.94122 0.000
H -4.33429 4.55218 -3.53984 0.000
H -3.13134 2.37197 -3.03582 0.000
H -3.51923 3.47229 -1.73555 0.000
H -1.14394 2.36002 -1.65306 0.002
H -1.39482 4.03671 -1.19696 0.000
H -0.50848 4.81370 -3.31238 0.000
H -0.46197 3.17103 -3.99914 0.000
H 0.89615 1.97103 -1.36713 0.017
H 0.87969 1.61768 -3.11333 0.010
H 3.27108 2.20423 -1.28456 0.000
H 3.26410 1.19440 -2.65812 0.002
H 3.99062 3.95336 -2.72700 0.000
H 3.80950 2.94000 -4.13158 0.000
H 2.09578 5.01836 -3.89834 0.000
H 1.62264 3.43467 -4.54989 0.000
H 2.27027 4.27530 -1.00770 0.000
H 0.64094 3.94921 -0.63525 0.000
H -0.19832 6.05122 -1.34679 0.000
H 1.14912 6.40104 -2.39918 0.000
H 1.09281 7.64007 -0.19860 0.000
H 2.59872 6.76527 -0.48115 0.000
H 1.41750 6.12074 0.64611 0.000
C -0.61963 -5.00846 6.64717 0.000
C 0.49279 -5.00232 5.58103 0.000
C 0.13754 -4.15218 4.35445 0.000
C -0.99382 -4.73840 3.55360 0.000
N -1.18703 -4.10744 2.25752 0.001
C -2.28749 -4.83987 1.50163 0.001
C -2.10275 -4.44373 0.06014 0.002
C -0.58554 -4.22930 -0.05702 0.028
C -0.02105 -4.37403 1.34054 0.006
C -1.53176 -2.65816 2.35620 0.014
C -2.80372 -2.40679 3.13297 0.001
C -2.95834 -0.92752 3.44041 0.001
H -1.49498 -5.56486 6.30301 0.000
H -0.94987 -3.98361 6.83683 0.000
H -0.25747 -5.41530 7.58918 0.000
H 0.70764 -6.01273 5.23188 0.000
H 1.32158 -4.49146 6.07232 0.000
H 1.03501 -4.09098 3.73069 0.000
H -0.00960 -3.10979 4.65299 0.000
H -1.95505 -4.70808 4.06826 0.000
H -0.80847 -5.79535 3.34813 0.000
H -3.20778 -4.57184 2.01232 0.000
H -2.04911 -5.89831 1.61036 0.000
H -2.60315 -3.50965 -0.19569 0.001
H -2.42722 -5.20378 -0.64395 0.000
H -0.27908 -3.26048 -0.44793 0.027
H -0.09814 -4.90978 -0.75627 0.001
H 0.78220 -3.65970 1.50244 0.003
H 0.33729 -5.37907 1.56316 0.000
H -1.68043 -2.25138 1.35308 0.012
H -0.64936 -2.19314 2.78909 0.003
H -2.87604 -2.97410 4.06602 0.000
H -3.67681 -2.65763 2.52084 0.000
H -2.91257 -0.30030 2.54731 0.000
H -2.15184 -0.54242 4.06259 0.000
H -3.90309 -0.62047 3.89486 0.000
C 3.29117 -1.72851 2.01658 0.002
F 4.06157 -0.80275 2.59124 0.001
F 3.61174 -2.92371 2.52818 0.000
F 2.03165 -1.44244 2.36750 0.005
S 3.46185 -1.69588 0.15386 0.009
O 2.15662 -2.23678 -0.25547 0.052
O 3.67604 -0.33347 -0.24338 0.004
O 4.56306 -2.57326 -0.09122 0.001
C 2.53496 -0.24982 -5.18978 0.000
F 2.89682 -0.46237 -6.46234 0.000
F 3.63146 0.15974 -4.53669 0.000
F 1.61709 0.72025 -5.20019 0.000
S 1.83179 -1.80613 -4.45556 0.007
O 0.85677 -2.20770 -5.44311 0.002
O 2.95551 -2.68387 -4.32290 0.002
O 1.19075 -1.34908 -3.22351 0.050
C -3.71633 0.04503 -0.34544 0.002
F -4.88359 0.58554 -0.69475 0.001
F -2.91162 1.00256 0.10085 0.003
F -3.93479 -0.82368 0.66656 0.000
S -2.95077 -0.85083 -1.76183 0.013
O -2.79698 0.14658 -2.78777 0.005
O -1.68101 -1.30221 -1.19232 0.067
O -3.91550 -1.88036 -2.04176 0.001
C 2.19997 2.60147 1.97415 0.000
F 1.98529 3.76202 2.62275 0.000
F 2.84040 2.92555 0.82784 0.000
F 2.98432 1.84279 2.70919 0.000
S 0.56509 1.80930 1.62831 0.014
O 0.22079 1.26575 2.90027 0.005
O -0.24069 2.91297 1.15034 0.002
O 0.87939 0.83584 0.59482 0.070
```



Q: Look up the spin multiplicity of the second one.
A: 3



Q: Among the records above, which one has the lowest spin multiplicity?
A: C26H48Cl3N4O4SiTm



Q: What is the formula in the fourth record?
A: C26H48F12N2O12S4Ti



Q: Among the records above, which one has the highest spin multiplicity?
A: C26H48Cl3FeN4O4Si